88
Properties=species:S:1:pos:R:3:lowdin_charge:R:1 method="wB97M-V/def2-TZVPD" homo_lumo_gap_ev="4.6 / 4.8" relative_energy_kcal_mol=35.7 s_squared=0.91 spin_multiplicity=2
C -3.21226 1.27574 1.34746 -0.21
C 0.88776 3.42889 4.52232 -0.02
C -3.00091 -4.36745 0.55815 -0.02
C 2.96648 -2.63299 -2.05331 -0.12
C 2.62341 -1.34906 -1.50069 -0.26
C 2.80927 2.17671 0.82034 -0.23
C 6.78998 2.61185 -0.41125 -0.08
H 0.78001 2.45037 -0.75344 0.05
H -2.14564 -2.04785 -4.10841 0.04
H 4.94111 -2.42647 -2.89101 0.11
H 1.65036 4.14052 4.23294 0.11
C -1.49800 3.22243 0.28124 -0.22
H -2.39156 3.79498 0.52234 0.05
C 1.02718 1.99065 2.36785 -0.29
H -5.18698 1.37031 -4.56318 0.11
C -2.92734 1.43772 -1.42528 -0.36
C -0.95539 -2.76074 0.36874 -0.33
C 1.95813 -4.84946 -2.13465 -0.02
H 6.27558 0.95683 -1.69621 0.11
H -3.41505 -0.30490 -4.28560 0.10
C -2.19065 -3.29775 0.91321 -0.10
C -1.49703 -1.45468 2.08575 -0.33
N -0.59651 -1.66886 1.09692 -0.04
C -2.52411 -2.47810 2.01299 -0.11
C -1.11163 1.55937 5.25282 -0.02
H 1.13885 -5.51919 -1.90775 0.11
H 7.04208 4.24724 0.94674 0.10
N 1.36281 -1.43626 -0.95432 -0.04
C -4.55954 1.39247 -3.68195 -0.07
N -1.43392 -0.49040 2.97381 0.17
H 4.72277 4.09073 1.85807 0.11
H -1.05104 3.61108 -0.63296 0.05
Ir 0.10103 -0.06363 -0.00325 1.09
H -5.50161 3.13212 -2.84448 0.11
C -0.44610 1.45470 4.03500 -0.12
C 3.51657 0.73811 -0.80010 -0.23
H -3.90336 -2.09190 3.61371 0.11
H -4.80854 -5.40612 1.03663 0.10
C -1.85081 -2.20494 -3.07234 -0.23
C 0.54196 2.38648 3.66590 -0.12
C -3.66327 -2.72137 2.76654 -0.02
N 3.54797 -0.36660 -1.46224 0.21
C -3.92718 2.39415 -1.59831 -0.09
C 1.15878 1.43899 -0.91225 -0.29
C -4.47611 -3.77871 2.39204 -0.08
H -2.78842 1.44919 2.33461 0.04
H -1.87865 0.84601 5.52497 0.11
H 0.60861 -0.40960 -3.81118 0.05
H -2.73526 -5.00350 -0.27659 0.11
H -5.37841 -3.98526 2.95304 0.10
H -0.16566 1.15265 -3.46444 0.04
N 0.29905 0.90739 1.94588 0.00
C -4.73566 2.37820 -2.72029 -0.07
N 2.13682 2.55305 1.84827 0.21
C -3.56213 0.44763 -3.52221 -0.09
H -4.00811 1.99357 1.15329 0.05
H -0.78072 3.32902 1.09732 0.04
H -1.26741 2.71295 7.04400 0.10
C -0.76571 2.60142 6.09121 -0.09
C 4.21433 2.46053 0.56399 -0.09
C 0.91694 -2.74022 -1.05170 -0.33
H 0.47618 4.32184 6.41992 0.10
H -0.92542 0.03249 -4.60787 0.05
N -0.21938 -3.27340 -0.59621 0.16
C -2.73358 0.46544 -2.40115 -0.37
C -4.14927 -4.58902 1.30042 -0.08
H -4.06894 3.16990 -0.85694 0.10
C 4.65169 1.57189 -0.43565 -0.09
H 1.38754 1.29757 -1.97044 0.05
H 7.79515 2.70788 -0.80057 0.10
H -3.61638 0.26393 1.31747 0.05
P -1.89466 1.44332 0.08515 0.89
C 0.22987 3.52228 5.73305 -0.09
C 3.09483 -5.29576 -2.77981 -0.09
C 5.07348 3.40950 1.09413 -0.01
P -1.27796 -0.64681 -2.28792 0.93
C 4.16625 -4.42951 -3.04538 -0.09
C 5.94886 1.63358 -0.91795 -0.01
C 1.90035 -3.50681 -1.76896 -0.12
C -0.34763 0.10184 -3.68661 -0.24
H 3.17199 -6.33382 -3.07690 0.10
C 6.35967 3.49033 0.58319 -0.08
C -0.56350 0.51862 2.94733 -0.33
H 5.05026 -4.81912 -3.53410 0.10
N 2.39806 1.29432 -0.17515 -0.05
H -1.02063 -2.91077 -3.03688 0.04
C 4.11554 -3.09639 -2.69047 -0.02
H -2.67955 -2.62136 -2.50043 0.05

9
Properties=species:S:1:pos:R:3:lowdin_charge:R:1 method="wB97M-V/def2-TZVPD" homo_lumo_gap_ev=8.9 relative_energy_kcal_mol=51.7 spin_multiplicity=1
F 2.87319 1.66544 0.68687 0.13
F 4.09170 -0.12346 0.39477 0.14
C 3.08884 0.59486 -0.06465 -0.56
C 1.15200 -0.65386 -0.10164 -1.55
S -0.14407 0.05582 -1.05013 0.71
Cl 0.85713 -0.76189 1.61225 0.57
F 3.29452 0.95870 -1.32810 0.12
Cl 1.86077 -2.10478 -0.75231 0.57
H -0.98461 0.15994 -0.01367 -0.13

65
Properties=species:S:1:pos:R:3:lowdin_charge:R:1 method="wB97M-V/def2-TZVPD" smiles="C[C@H](I)Cc1cccc2c1C(=O)NC2=O.CCCCCC.CCCCCC" homo_lumo_gap_ev=9.0 spin_multiplicity=1
H -4.37823 -3.39557 -2.36764 0.07
H -2.49786 -7.62059 -4.75000 0.06
H -3.06142 -2.57625 -3.20970 0.06
H -1.67182 -5.03444 -6.43374 0.11
H 3.18199 0.97621 7.52117 0.16
H 1.62719 1.07330 -3.28842 0.11
C -1.87548 -4.86736 -4.30660 -0.23
H 1.52003 5.61376 4.23993 0.07
N 3.45069 1.90605 7.21721 0.15
C 0.43210 -1.35666 -2.63495 -0.10
C -0.42950 2.62757 -0.08497 -0.11
H -3.61239 -8.23104 -5.96756 0.07
H 0.21263 3.51186 -0.05998 0.07
H -1.10555 2.68086 0.77068 0.07
H 5.07667 1.71234 3.35912 0.13
C 2.02978 3.15013 2.97744 -0.02
O 5.56259 1.51341 6.33065 0.13
H -0.58384 0.12021 -3.80653 0.11
H 0.79896 -1.52317 -1.62079 0.07
I -0.84862 6.39184 3.30757 0.78
C -3.48328 -6.07196 -5.92598 -0.27
C -2.86882 -7.45897 -5.76333 -0.11
H -4.33472 -5.96691 -5.24780 0.10
H 0.87688 7.04698 5.97701 0.07
H 3.53851 2.57998 1.58321 0.11
H -4.32120 -3.41585 -4.12699 0.07
H -2.97701 -3.98668 -5.93817 0.10
C 0.52898 5.41485 4.64807 -0.77
C 1.65545 3.22678 4.30050 -0.16
C 3.24499 2.62227 2.62595 -0.04
H 1.26447 -1.49409 -3.32854 0.08
C 2.34848 2.71493 6.78753 -0.34
H -3.88678 -5.98628 -6.93849 0.10
C 0.52116 6.01491 6.05578 -0.16
H -1.25983 -5.75498 -4.13398 0.10
C 0.31092 3.86830 4.64166 -0.19
C 1.41451 1.22836 -1.16119 -0.23
C 2.49297 2.76411 5.28604 -0.04
H 0.31842 2.11615 -2.79250 0.10
H -0.47638 6.00049 6.49490 0.08
H 1.25406 5.49108 6.67207 0.06
H -3.54785 -5.60496 -3.14129 0.10
C -0.18416 0.02999 -2.79286 -0.27
H -0.38490 3.56403 3.85858 0.08
C 0.40100 1.34812 -0.02423 -0.27
H -1.03864 0.12990 -2.11749 0.10
H -2.03913 -7.60105 -6.45911 0.07
C 0.81096 1.16635 -2.56490 -0.23
C -2.88087 -4.73880 -3.16365 -0.27
H -1.18858 -4.01544 -4.27128 0.10
H 1.37287 3.51368 2.19474 0.11
O 1.55482 3.24540 7.52224 0.12
H -2.33082 -4.75146 -2.21854 0.10
H -0.26374 0.48024 -0.01048 0.10
H -0.03766 3.50823 5.60962 0.11
C 4.40907 1.81930 6.15637 -0.36
H 2.09987 2.08194 -1.11763 0.11
C 4.11052 2.14499 3.58768 0.00
H -1.03818 2.67211 -0.98890 0.07
C 3.71098 2.23234 4.87753 -0.09
H -0.30979 -2.12916 -2.84601 0.05
C -3.70728 -3.45743 -3.22600 -0.11
C -2.48510 -4.93620 -5.70749 -0.23
H 2.03127 0.34101 -0.98995 0.10
H 0.94566 1.33093 0.92442 0.08

69
Properties=species:S:1:pos:R:3:lowdin_charge:R:1 method="wB97M-V/def2-TZVPD" smiles="NC(N)=O.NC(N)=O.NC(N)=O.NC(N)=O.NC(N)=O.NC(N)=O.CC(C)O.O.O.O" homo_lumo_gap_ev=9.1 spin_multiplicity=1
H 0.74369 -3.29796 -3.58917 0.12
H -2.02469 5.61099 -3.77593 0.12
H 2.27854 -1.67052 3.31626 0.12
C 2.96790 -2.33758 5.04881 -0.77
H 0.75124 4.00721 -2.77184 0.13
H 3.21060 -3.13981 6.91340 0.11
H -3.53920 -0.60516 4.41268 0.08
H -0.85163 4.43339 -2.36389 0.12
N -0.67502 4.55337 3.60112 0.15
C -3.27939 -0.25299 2.48981 -0.44
N 0.81801 -2.54370 -4.25675 0.16
C 2.81040 -4.14093 -0.11858 -0.79
H 1.43453 -2.65994 -5.04826 0.11
H 2.67552 -0.13732 -0.57671 0.02
O 2.14536 0.58991 -0.25065 -0.05
H -0.89806 5.53633 3.53681 0.12
N 0.92942 -0.68688 -5.00021 0.17
N 3.27134 -5.19820 0.58943 0.15
H 1.02623 -4.52217 0.79120 0.11
O 1.01151 4.79436 2.16595 0.05
H 1.20092 0.28340 -4.92990 0.14
O -2.80814 -0.44621 3.81112 -0.08
N 1.55539 -3.96411 0.13648 0.16
H -3.93376 -2.38977 2.60101 0.08
H 1.18989 -2.76258 4.18746 0.10
O -0.11344 -0.95392 -3.08090 0.06
H 6.66128 -2.10048 -1.06741 0.02
C -4.90701 0.30416 -3.07568 -0.78
H 4.41961 3.63423 -1.84926 0.03
H -5.27128 -0.22002 3.42758 0.08
N -1.43133 5.19367 -4.47869 0.17
C -4.68671 0.36967 2.72143 -0.07
H 1.11050 -3.14760 -0.25785 0.12
H 3.90802 4.23375 -0.55668 0.03
H 4.24478 -5.45652 0.51332 0.11
H 1.18934 2.38067 2.55783 0.12
H -1.84822 5.02855 -5.38368 0.12
O 0.27167 3.78885 -5.07952 0.00
O 3.40565 -3.52140 -0.93917 0.06
C -3.50783 -1.69343 1.87865 -0.06
H -3.68423 -1.33076 -3.42239 0.10
N -0.10731 4.46312 -3.04595 0.16
H -5.30076 -1.26606 -4.16196 0.11
H 2.67852 -5.55657 1.32443 0.10
H -2.52436 -1.98970 1.51380 0.06
H -4.06198 -1.75157 0.94183 0.07
N 0.46951 2.84253 3.09507 0.16
O 4.04498 -1.80727 4.99142 0.04
O -6.01377 0.77376 -3.17303 0.04
O 3.99207 4.41310 -1.49317 -0.05
N -4.52606 -0.83482 -3.67824 0.15
H -5.23374 0.45308 1.78234 0.08
H 1.28364 -1.14305 -5.82878 0.12
H -2.65768 0.38916 1.86593 0.13
H 1.71750 -3.57552 6.04556 0.09
C 0.40434 -1.34800 -4.06352 -0.86
H -3.15204 0.19233 -2.32551 0.10
H -1.28597 3.79665 3.87355 0.10
H -0.16257 2.38862 3.73893 0.11
N -3.91816 0.84368 -2.41990 0.16
H 1.28892 0.46468 -0.65937 0.02
H 7.71792 -1.74301 -0.04387 0.03
H -4.00666 1.79637 -2.09642 0.12
C -0.41741 4.43650 -4.26821 -0.81
H -4.63798 1.40294 3.06503 0.07
N 2.04963 -2.23675 4.12067 0.16
C 0.36827 4.13202 2.93586 -0.81
N 2.61370 -3.11285 6.09910 0.14
O 7.60582 -1.98567 -0.96299 -0.05

22
Properties=species:S:1:pos:R:3:lowdin_charge:R:1 method="wB97M-V/def2-TZVPD" homo_lumo_gap_ev="9.7 / 6.4" relative_energy_kcal_mol=82.5 spin_multiplicity=1
H -3.65745 -1.19776 1.28701 0.05
H -2.29754 -1.12554 2.35398 0.11
H 0.97749 -2.70566 -2.14577 0.10
H 2.39696 -0.65899 -1.57144 0.13
C 0.50037 -1.66277 -1.86841 -0.11
H 2.09425 1.68607 -0.63399 0.15
H 0.26760 2.70439 0.42897 0.03
O -2.44570 0.19421 0.83749 -0.49
F -2.22710 2.18131 -0.29835 -0.36
H 0.48690 -1.11299 -2.75335 0.03
H -2.09553 -1.85660 0.73485 0.08
P -2.33373 0.63320 -0.65321 0.80
C -2.64510 -1.10720 1.29668 -0.15
H 1.60223 2.89503 1.42246 0.07
H 1.98702 -1.80745 -0.08307 0.15
H -0.40220 -1.93642 -1.41740 0.01
N 0.84862 0.06236 -0.15059 -0.01
C 0.87755 2.16976 1.06383 -0.10
C 1.68454 1.13557 0.31420 -0.32
H 0.31497 1.75411 1.87798 0.07
H 2.53096 0.74981 0.79181 0.09
C 1.53487 -0.99440 -0.83364 -0.31

22
Properties=species:S:1:pos:R:3:lowdin_charge:R:1 method="wB97M-V/def2-TZVPD" smiles="[H]/N=C1/CCC=[NH+][C@]1(N)NN" charge=+1 homo_lumo_gap_ev=9.4 relative_energy_kcal_mol=95.9 spin_multiplicity=1
C -1.06046 -0.47992 0.80144 -0.30
H 0.15102 0.06235 2.32121 0.12
N -0.08958 -0.97077 -1.37385 0.14
C 1.46257 -1.24885 1.37267 -0.12
H -0.84586 -1.33370 -1.91668 0.10
H 1.42208 -2.21670 0.71015 0.18
H -2.88880 -0.15905 0.57847 0.07
N -1.20227 1.18899 -0.96547 -0.03
H 1.45695 1.31912 -0.59574 0.15
H -0.21916 -1.55058 2.57594 0.13
H 0.59654 -0.68925 -2.05912 0.09
N -0.82165 1.64422 -2.22423 0.03
C 0.02811 -0.85585 1.77571 -0.14
C 1.81817 -0.01137 0.62532 -0.01
H -0.01984 2.24929 -2.21500 0.08
H -1.46864 2.10528 -2.80471 0.08
C -0.45791 0.12906 -0.47702 -0.43
N 1.00040 0.53386 -0.19911 0.17
H -1.41948 1.97760 -0.40439 0.14
N -2.21523 -0.52299 1.22717 0.22
H 2.83656 0.39092 0.90732 0.18
H 1.93649 -1.56167 2.33996 0.14